The following is a quantum chemistry calculation of C16H23Br2N3O5Sr as an isolated structure in a non-equilibrium geometry, from the Open Molecules 2025 dataset.

Cartesian coordinates (Å):
N  -1.4461  -4.8806  -2.3207
H  -1.4412  -5.0663  -1.3279
H  -0.9631  -4.0020  -2.4433
H  -2.3073  -4.7676  -2.8362
H  -1.0344  -5.6057  -2.8906
Sr  -0.2768  -1.6479  -6.9632
C  -0.1235  1.9023  -1.4676
C  0.1078  0.3929  -1.8611
O  -0.6031  0.0715  -2.9764
H  0.6413  2.2044  -0.7522
H  -1.0746  2.1863  -1.0174
H  0.1285  2.5836  -2.2803
H  -0.2536  -0.3520  -1.1522
H  1.1671  0.1372  -1.8862
Br  -5.4477  3.5252  -1.9534
C  -5.2214  3.0997  -3.8626
C  -5.5617  1.6140  -4.0077
Br  -7.4730  1.3935  -4.4553
H  -4.1862  3.3903  -4.0410
H  -5.7699  3.8144  -4.4761
H  -5.3694  1.0410  -3.1006
H  -5.0493  1.1292  -4.8387
C  6.1843  -0.0758  -1.0852
C  7.0932  0.2271  -2.0311
C  8.1986  1.1227  -1.8113
C  8.3513  1.6243  -0.5226
C  7.3494  1.4408  0.4408
C  6.2387  0.6222  0.1344
N  9.6444  2.3307  -0.2284
O  10.3554  2.9122  -1.0501
O  9.8607  2.3955  0.9353
H  5.4157  -0.7920  -1.3358
H  6.7711  0.0970  -3.0538
H  8.7815  1.4016  -2.6766
H  7.2286  2.0013  1.3560
H  5.4262  0.3854  0.8054
C  -4.6826  -0.2474  6.6459
C  -4.6898  0.3274  5.3582
C  -4.0560  -0.3889  4.3631
C  -3.6500  -1.7364  4.5547
C  -3.6275  -2.3030  5.8428
C  -4.1752  -1.5220  6.8296
N  -3.1137  -2.6002  3.5004
O  -3.3029  -2.3145  2.2772
O  -2.4957  -3.6190  3.7701
H  -5.1202  0.3032  7.4654
H  -5.0430  1.3410  5.2390
H  -3.8699  0.1558  3.4492
H  -3.3800  -3.3528  5.8976
H  -4.1349  -1.8995  7.8407

Net charge: +2
LUMO in eV: -9.20
E in Eh: -6341.6442
Highest occupied orbital energy in eV: -12.62
HOMO-LUMO gap in eV: 3.416